1.
{"formula": "C3H8O2Pt", "method": "ωB97M-V/def2-TZVPD", "symbols": ["C", "C", "O", "C", "Pt", "H", "H", "H", "H", "H", "H", "O", "H", "H"], "coordinates": [[0.5581, 1.5757, 0.3544], [-0.7682, 0.8662, 0.1401], [-0.5715, -0.5601, 0.2503], [-1.3675, -1.3381, -0.6021], [1.8148, 0.1029, 0.3512], [0.7401, 2.2757, -0.4785], [0.5538, 2.1107, 1.3194], [-1.1857, 1.0834, -0.8583], [-1.5204, 1.1120, 0.9079], [-1.2364, -2.3951, -0.3352], [-2.4294, -1.0529, -0.5110], [3.0866, -0.9804, 0.2221], [3.3842, -1.5951, 0.8913], [-1.0584, -1.2050, -1.6516]], "atomic_forces_ev_per_a": [[-1.892, 2.277, -0.124], [-0.995, 0.392, 0.034], [0.360, -0.075, 0.390], [-0.224, -0.203, -0.451], [-6.233, 4.637, 0.102], [-0.120, 0.082, 0.532], [0.007, 0.080, -0.298], [0.112, -0.071, 0.301], [0.063, 0.127, -0.336], [-0.079, 0.351, 0.009], [0.249, -0.171, 0.023], [8.458, -6.878, -0.391], [0.413, -0.532, 0.052], [-0.118, -0.015, 0.158]], "mulliken_spin": [-0.039, 0.038, 0.022, 0.011, 1.661, 0.002, 0.036, 0.000, 0.003, 0.002, 0.003, 0.249, 0.016, -0.003], "e_tot_ev": -10576.9540, "lumo_ev": [0.601, -1.237], "multiplicity": 3, "e_homo_ev": [-8.63, -8.96], "gap_ha": [0.339, 0.284], "fmax_ev_per_a": 10.9}

2.
{"formula": "C4H6O2", "method": "ωB97M-V/def2-TZVPD", "symbols": ["C", "C", "C", "C", "H", "H", "H", "H", "H", "H", "O", "O"], "coordinates": [[-2.0783, 0.6836, -0.2288], [-1.1774, -0.3425, -0.2776], [-0.0063, -0.4185, 0.6384], [2.3213, -0.0746, -0.3483], [-2.8256, 0.9293, -0.9456], [-1.9506, 1.4863, 0.5984], [-1.2860, -1.1778, -1.0560], [0.2582, 0.6438, 0.9227], [-0.1134, -1.1791, 1.5251], [3.1938, -0.7568, -0.6373], [1.1950, -0.9311, -0.1803], [2.4693, 1.1374, -0.0106]], "atomic_forces_ev_per_a": [[2.599, 0.127, 1.916], [-2.018, 0.248, -1.353], [1.656, -0.124, 0.278], [-0.122, 1.951, 2.432], [-0.609, -0.493, -0.389], [-0.125, -1.397, -1.490], [0.223, 1.373, 1.174], [-0.217, -1.434, 0.290], [0.315, 1.588, -1.711], [-1.223, 1.026, -0.159], [0.791, 2.335, 0.636], [-1.270, -5.199, -1.624]], "mulliken_charge": [-0.697, -0.038, -0.265, 0.238, 0.296, 0.188, 0.257, 0.298, 0.221, 0.296, -0.290, -0.504], "e_tot_ev": -8338.2430, "lumo_ev": 0.999, "multiplicity": 1, "e_homo_ev": -10.11, "gap_ha": 0.408, "fmax_ev_per_a": 5.6, "smiles": "C=CCOC=O", "e_above_lowest_ev": 2.218}